(1)
{
  "formula": "C48H112BN8O22",
  "method": "ωB97M-V/def2-TZVPD",
  "e_tot_ev": -109218.580,
  "spin_multiplicity": 2,
  "charge": 0,
  "lumo_energy_ev": [-1.12, -6.21],
  "s_squared": 0.754,
  "orbital_gap_ha": [0.233, 0.046],
  "fmax_ev_per_a": 4.973,
  "elements": ["O", "O", "O", "O", "O", "O", "O", "O", "O", "O", "O", "O", "O", "O", "O", "O", "O", "O", "O", "O", "O", "O", "N", "N", "N", "N", "N", "N", "N", "N", "C", "C", "C", "C", "C", "C", "C", "C", "C", "C", "C", "C", "C", "C", "C", "C", "C", "C", "C", "C", "C", "C", "C", "C", "C", "C", "C", "C", "C", "C", "C", "C", "C", "C", "C", "C", "C", "C", "C", "C", "C", "C", "C", "C", "C", "C", "C", "C", "B", "H", "H", "H", "H", "H", "H", "H", "H", "H", "H", "H", "H", "H", "H", "H", "H", "H", "H", "H", "H", "H", "H", "H", "H", "H", "H", "H", "H", "H", "H", "H", "H", "H", "H", "H", "H", "H", "H", "H", "H", "H", "H", "H", "H", "H", "H", "H", "H", "H", "H", "H", "H", "H", "H", "H", "H", "H", "H", "H", "H", "H", "H", "H", "H", "H", "H", "H", "H", "H", "H", "H", "H", "H", "H", "H", "H", "H", "H", "H", "H", "H", "H", "H", "H", "H", "H", "H", "H", "H", "H", "H", "H", "H", "H", "H", "H", "H", "H", "H", "H", "H", "H", "H", "H", "H", "H", "H", "H", "H", "H", "H", "H"],
  "coordinates": [[-5.23130, 0.56526, 5.88460], [2.50415, 5.13853, -0.19832], [-0.85092, 0.28308, 3.90262], [-1.83017, -0.15931, -0.58144], [0.25451, 0.61853, 0.56441], [7.93207, -4.06878, -1.51815], [5.68648, -0.20608, 1.72670], [1.32140, 1.79064, 2.26992], [-1.25453, -0.70427, 1.84008], [6.30796, 7.70673, -0.17197], [-8.58204, -2.25075, -6.05716], [-6.26275, -2.10153, 10.28475], [5.25881, 7.07608, 2.87461], [-2.46838, -1.02029, -2.69399], [-0.38165, 0.94159, -9.42736], [-6.56703, 2.14418, -3.24343], [-1.09121, -6.48543, 2.44107], [-1.56713, -2.10136, -7.12824], [2.78494, -6.28974, -1.50462], [-0.31721, -2.76778, -2.16608], [-0.14196, -1.70845, -0.16668], [-6.30698, -4.34807, -0.08729], [-4.26609, 0.02150, 8.51367], [-5.94320, 0.13603, -5.09260], [8.46633, -0.35259, 1.12772], [-3.54278, -4.84055, 1.14490], [3.98160, 4.43988, 2.56981], [-2.79557, 0.11320, -8.41540], [3.56969, 7.76312, 0.35971], [5.70390, -6.05466, -1.04742], [-6.95635, -0.89216, -4.88390], [6.22537, 8.05261, 3.34100], [-7.21574, -2.13424, 11.34107], [2.53714, 4.96857, 4.52108], [5.52081, 8.72158, -0.77686], [-1.07647, -3.22464, -6.40770], [-0.59667, 0.15842, 2.70380], [-2.76221, -1.56856, -6.53004], [-1.05506, 1.91287, -8.64118], [4.22118, 9.02314, 0.02865], [-2.29200, -4.39555, 1.72756], [-3.40218, -0.08976, 7.29672], [-5.86463, 1.09806, -2.65073], [-1.83745, -5.34935, 2.87041], [9.00974, -0.98939, 3.32832], [-4.25497, -1.17333, 9.46425], [-5.71623, 1.13621, 4.65168], [2.52730, 7.55810, -0.73817], [-7.46283, -5.00235, -0.47964], [6.61363, -0.19029, 2.80997], [8.31487, -4.02153, -0.18824], [0.25160, -6.24201, 2.07696], [6.86315, -6.54456, -1.72536], [-3.86647, -3.99884, 0.01300], [-5.09606, 0.36399, -3.86275], [3.45212, 5.49762, 3.34543], [7.55800, 7.40953, -0.84443], [1.84975, -5.16235, -1.44833], [4.45938, 0.47761, 2.19290], [-2.49573, 1.46653, -8.79083], [4.54124, 6.35752, 3.90388], [-2.75109, -0.08524, -6.95942], [-5.26109, -1.17029, 10.61637], [7.83460, -5.39612, -2.22949], [4.84237, -7.06388, -0.48627], [-1.80535, -1.04843, -1.62276], [-3.89510, 0.82975, 6.16858], [7.87951, -1.01513, 2.35588], [-9.89684, -1.94686, -5.43026], [-0.70088, -1.97508, -1.32381], [0.44792, 0.99110, 1.85247], [-5.05840, -4.56455, -0.76338], [0.57592, 1.48049, -10.24540], [-6.43238, 3.37618, -2.69007], [-7.66218, -1.18439, -6.18754], [1.65514, 6.22139, -0.64665], [3.44379, -6.50773, -0.25556], [1.77062, 3.95213, -0.10554], [-0.79645, -0.51593, 0.43163], [5.15796, 8.46881, -1.77313], [-6.90238, -2.72465, 12.20207], [1.26546, 2.25417, -9.90768], [8.89459, -5.64151, -2.29492], [2.16164, 5.78118, 5.14298], [-4.30693, -2.11025, 8.90964], [0.31595, -5.50940, 1.27245], [0.00668, 1.86010, -11.09391], [2.78710, 6.01014, 2.65031], [-5.62305, -0.16773, 10.84433], [5.84418, 9.07310, 3.37859], [-8.07646, -4.98598, 0.42107], [-6.59244, 3.33806, -1.61256], [8.62590, 0.64461, 1.14291], [-6.63214, 0.34079, -2.49089], [-2.76865, -1.74124, -5.45383], [1.11106, -5.13225, -2.24930], [3.96363, 6.97470, 4.59203], [-1.86016, 0.30009, -6.46359], [2.87564, -7.13962, 0.42709], [3.68271, 9.69958, -0.63511], [8.99833, -4.86030, -0.05614], [5.34525, -7.38457, 0.42608], [-7.45348, -1.19341, 11.83746], [4.82452, -7.96714, -1.09609], [-5.08187, 0.74682, 3.85541], [-0.53629, -3.00572, -5.48662], [-3.68711, -2.01186, -6.89901], [-4.35291, -4.79041, 1.74596], [8.24865, 8.24367, -0.96816], [-6.93443, -1.45018, -6.95425], [9.81944, -1.64964, 3.01760], [5.18177, -5.49673, -1.70787], [-6.49292, 0.98128, -5.15146], [0.95109, 6.44984, 0.15350], [2.39082, -4.22997, -1.60969], [-5.61738, 2.20800, 4.82372], [0.80486, -5.79500, 2.90291], [6.61300, 7.76230, 4.31750], [-2.34779, 0.11629, 7.48086], [1.27875, -5.22960, -0.52229], [8.80934, -3.11231, 0.15370], [9.42407, -0.66124, 1.21472], [6.29575, -0.72560, 3.70467], [-3.51578, -1.11941, 6.95757], [-1.29580, -4.74068, 3.59445], [7.35055, 6.96473, -1.81767], [-3.02985, -3.93543, -0.68282], [0.69392, -7.18633, 1.75961], [-5.02879, -3.88016, -1.61123], [3.56167, -5.60414, 0.34255], [-10.47802, -2.85607, -5.58407], [7.59598, -5.31348, -3.28983], [-3.26020, -1.20833, 9.90846], [-5.38238, 1.41139, -1.72480], [-4.65495, -1.37707, 11.49838], [-2.67476, 1.57271, -9.86076], [-3.33302, 0.75301, 5.23784], [3.12084, 7.53744, -1.65216], [3.52303, 3.63173, 2.96570], [-3.62076, 0.48712, -6.63664], [-1.48901, -4.16968, 1.02593], [-7.93734, -4.61537, -1.38141], [7.02129, 0.78178, 3.08745], [7.99280, 6.57974, -0.28720], [-7.59418, -0.45844, -4.11374], [1.61294, 4.47344, 4.22305], [1.01795, 4.02441, 0.67954], [4.90693, 4.31141, 2.95371], [-4.19155, 0.92060, -4.10800], [-3.80466, 1.83310, 6.58478], [-0.21750, -3.58056, -6.97655], [1.90599, 8.44916, -0.82806], [6.62521, -7.16437, -2.58984], [-7.09783, -5.98137, -0.79010], [7.43711, -4.10606, 0.45247], [-5.22162, 0.27762, 8.30998], [4.32377, 9.52233, 0.99217], [-9.82293, -1.81440, -4.35087], [-8.06309, -2.67464, 10.91911], [-4.12671, -3.07549, 0.53049], [-4.73957, -0.59221, -3.47973], [-7.34142, 3.92434, -2.93762], [3.97424, 0.00474, 3.04679], [-3.75016, 0.01159, -8.72929], [3.14739, 4.30653, 5.13541], [5.18802, 5.76988, 4.55539], [7.09636, 8.09346, 2.68693], [1.36654, 3.59879, -1.05421], [-8.17600, -0.30644, -6.57906], [8.64769, -1.24460, 4.32426], [-0.88114, 2.92140, -9.01631], [7.46876, -7.11260, -1.01919], [-2.75440, -5.72171, 3.32719], [-1.77474, -4.02620, -6.16685], [-3.13311, 2.12630, -8.20213], [-10.30845, -1.10241, -5.98307], [3.58125, 0.35562, 1.55878], [7.70926, -2.05808, 2.08872], [-5.50210, 3.90454, -2.89863], [6.13529, 9.62041, -0.82815], [1.17483, 0.67100, -10.66269], [1.10047, 5.99965, -1.55840], [9.37150, 0.02247, 3.51099], [-2.42407, -3.37494, 2.08674], [-6.75852, 1.15042, 4.33305], [4.53779, 1.55915, 2.30353], [3.10521, 8.03051, 1.21578], [-0.72720, 1.67224, -7.62990], [-6.57684, -1.82298, -4.46241], [2.44059, 3.11985, 0.11024], [-5.01375, -5.58775, -1.13640]]
}

=====

(2)
{
  "formula": "C48H112N16O16",
  "method": "ωB97M-V/def2-TZVPD",
  "e_tot_ev": -108202.782,
  "de_lowest_kcal_mol": 0.0,
  "charge": 0,
  "lumo_energy_ev": 0.37,
  "orbital_gap_ha": 0.340,
  "fmax_ev_per_a": 3.854,
  "elements": ["O", "O", "O", "O", "O", "O", "O", "O", "O", "O", "O", "O", "O", "O", "O", "O", "N", "N", "N", "N", "N", "N", "N", "N", "N", "N", "N", "N", "N", "N", "N", "N", "C", "C", "C", "C", "C", "C", "C", "C", "C", "C", "C", "C", "C", "C", "C", "C", "C", "C", "C", "C", "C", "C", "C", "C", "C", "C", "C", "C", "C", "C", "C", "C", "C", "C", "C", "C", "C", "C", "C", "C", "C", "C", "C", "C", "C", "C", "C", "C", "H", "H", "H", "H", "H", "H", "H", "H", "H", "H", "H", "H", "H", "H", "H", "H", "H", "H", "H", "H", "H", "H", "H", "H", "H", "H", "H", "H", "H", "H", "H", "H", "H", "H", "H", "H", "H", "H", "H", "H", "H", "H", "H", "H", "H", "H", "H", "H", "H", "H", "H", "H", "H", "H", "H", "H", "H", "H", "H", "H", "H", "H", "H", "H", "H", "H", "H", "H", "H", "H", "H", "H", "H", "H", "H", "H", "H", "H", "H", "H", "H", "H", "H", "H", "H", "H", "H", "H", "H", "H", "H", "H", "H", "H", "H", "H", "H", "H", "H", "H", "H", "H", "H", "H", "H", "H", "H", "H", "H", "H", "H", "H"],
  "coordinates": [[-24.01157, 0.30413, -4.38052], [-18.54324, 11.25028, -5.73623], [-25.75445, 2.70275, -8.28587], [-24.71918, 5.90121, 1.54672], [-21.65309, 5.03921, -3.41783], [-21.89667, 9.89116, -1.81543], [-26.44825, 8.10989, -2.56384], [-23.61357, 1.92773, -0.21855], [-24.17093, 13.41338, -4.79868], [-21.11465, 1.37580, -6.90110], [-18.01820, 5.06972, -0.06758], [-16.91896, 10.04008, -0.95606], [-22.26974, 5.79924, -8.87400], [-18.01249, 5.72954, -5.95770], [-28.93304, 10.29268, -1.49061], [-25.59388, 8.66970, -6.72084], [-17.64816, 8.09047, -0.11524], [-22.12931, 9.90187, 0.46529], [-20.36803, 10.14468, -4.75712], [-21.34113, 1.07161, -4.68155], [-22.11570, 7.23878, -3.11754], [-25.01354, 6.13258, -0.62911], [-20.03482, 5.64443, -8.30853], [-26.74889, 10.97559, -1.39329], [-24.45668, 11.24466, -5.45924], [-25.32131, 2.97416, -10.51125], [-19.84099, 4.12981, 0.79073], [-24.72791, 6.78573, -7.65168], [-27.57629, 6.89741, -4.05422], [-25.67792, 2.18181, 0.68758], [-17.08378, 5.84211, -3.92087], [-24.79904, 2.00370, -5.58802], [-18.83869, 4.19277, -0.12062], [-25.28410, 2.72701, 1.98912], [-16.79099, 8.83697, -0.89017], [-21.01198, 9.84179, -6.00629], [-21.14476, 3.52392, 0.63403], [-27.55697, 9.32573, -4.27639], [-19.22903, 10.97030, -4.76311], [-24.64750, 0.66955, -5.37371], [-21.75556, 5.80072, -6.55461], [-25.51328, 1.48471, -1.64082], [-23.89877, 8.85747, -8.43471], [-19.64649, 5.62175, -9.73023], [-25.39650, 6.31840, 0.64541], [-18.86494, 11.48973, -3.38009], [-28.12723, 11.15804, -1.20610], [-24.83573, 1.87886, -0.31987], [-26.65899, 3.47070, -10.80728], [-16.47866, 4.52401, -4.00048], [-23.77909, 5.46770, -1.01566], [-23.40575, 7.22965, -3.89814], [-18.41287, 7.69131, -4.68197], [-20.96490, 1.19328, -3.31236], [-23.88295, 2.91982, -4.85181], [-18.68874, 8.72437, 0.60023], [-25.45781, 13.06520, -6.72427], [-27.14418, 8.06796, -3.53635], [-21.89799, 10.48993, -0.74469], [-25.77898, 11.95866, -1.07494], [-23.47852, 2.59122, -8.96816], [-17.86026, 6.30297, -4.92339], [-28.53902, 12.55013, -0.66344], [-18.83140, 3.00701, -1.08875], [-21.58909, 12.01578, -0.66119], [-25.50365, 5.85063, -6.83171], [-27.28024, 5.68698, -3.37592], [-24.65462, 12.59640, -5.57071], [-15.68069, 8.14511, -1.65387], [-22.29679, 8.46554, 0.46452], [-26.68660, 7.07238, 0.84582], [-21.37448, 5.79269, -8.00037], [-24.83483, 8.10620, -7.51039], [-20.22643, 6.42576, -2.06626], [-25.38337, -0.18724, -6.39938], [-23.92521, 10.72852, -4.21537], [-24.98889, 2.79504, -9.19411], [-19.63484, 2.67810, -5.55162], [-21.36353, 6.16323, -2.96953], [-20.70746, 1.58573, -5.78283], [-26.68194, 2.21305, 0.49454], [-25.16545, 0.14777, -7.36542], [-20.53831, 6.13767, -1.06777], [-22.27600, 6.69198, -6.32690], [-23.33834, 7.91883, -4.77574], [-21.84852, 10.56163, -6.18971], [-17.74580, 8.47932, -5.14932], [-26.29594, 5.54468, -7.48392], [-27.81727, 5.57026, -2.40777], [-21.96914, 8.07772, -2.59167], [-21.36662, 3.37597, -0.40015], [-20.01669, 0.80958, -3.06783], [-19.37722, 9.28146, -0.11514], [-25.70828, 12.30460, -7.46546], [-21.66173, 12.46502, -1.62630], [-23.16775, 9.32383, -7.78712], [-23.10616, 1.92158, -9.74093], [-28.45359, 12.67526, 0.41598], [-25.55138, 12.08767, 0.01318], [-19.05938, 2.45139, -4.65907], [-23.24805, 8.17102, 0.03503], [-28.01006, 6.86834, -4.94691], [-26.64363, 4.50558, -11.12785], [-19.42548, 7.83459, -5.05569], [-26.12589, 12.90334, -1.51976], [-21.45549, 8.01740, -0.04002], [-19.31389, 8.02532, 1.07965], [-25.20787, 2.32988, -6.48124], [-25.52572, 6.64798, -1.35978], [-17.77277, 2.68340, -1.28412], [-24.87135, 13.90376, -7.10411], [-26.42742, 10.02762, -1.65976], [-24.57421, 3.17170, -11.11703], [-15.70273, 4.55607, -4.79279], [-23.31837, 8.15761, -9.03148], [-24.41247, 3.83914, -4.77066], [-19.83136, 4.94707, 1.44780], [-19.37786, 5.51241, -7.55073], [-26.66977, 7.56851, 1.79144], [-23.02556, 3.56970, -9.10417], [-23.80434, 5.39332, -2.08230], [-20.63585, 12.15735, -0.15031], [-24.40107, 9.59895, -9.08266], [-27.56760, 6.42476, 0.78872], [-26.80248, 7.84838, 0.08122], [-18.97687, 2.82935, -6.40282], [-23.21400, 2.17909, -8.01693], [-22.27760, 8.10271, 1.51230], [-18.29911, 9.49338, 1.31506], [-17.55625, 7.10089, 0.00786], [-28.62019, 9.40662, -4.31263], [-23.59132, 9.71653, -4.31446], [-19.14003, 10.68756, -2.62688], [-24.77312, 10.65752, -3.54570], [-22.88961, 3.08875, -5.34976], [-16.07029, 4.24105, -3.05009], [-25.97085, 3.51359, 2.27412], [-24.22040, 7.59041, -3.31697], [-19.28615, 3.32497, -2.02310], [-24.07498, 6.37296, -8.29345], [-21.34520, 8.83512, -5.98753], [-15.64332, 7.10373, -1.30683], [-17.21486, 3.72493, -4.36012], [-29.60406, 12.64537, -0.90549], [-24.96655, 0.64722, -2.02503], [-19.41656, 2.22461, -0.64026], [-25.42133, 1.94760, 2.71827], [-19.75586, 4.64066, -10.11278], [-14.71001, 8.58063, -1.41197], [-27.05043, 2.86151, -11.64648], [-17.77943, 11.53560, -3.33612], [-18.39225, 8.00947, -3.66185], [-18.61986, 5.95867, -9.81783], [-20.05944, 3.68290, -5.25139], [-27.19795, 10.17359, -3.71042], [-26.22444, 5.66224, -3.18983], [-26.57607, 1.35123, -1.52767], [-22.50946, 5.07904, -6.29949], [-20.41081, 6.25967, -10.22222], [-23.71874, 4.45352, -0.62469], [-25.03493, -1.17743, -6.38607], [-25.36303, 2.31138, -2.38288], [-17.01857, 6.50334, -3.19704], [-20.26749, 9.96811, -6.85769], [-25.80185, 6.35771, -5.87091], [-23.19249, 11.39756, -3.72861], [-24.85076, 4.94132, -6.59152], [-24.80689, 10.61581, -6.16193], [-22.22105, 0.58159, -4.81501], [-19.36463, 12.40849, -3.12390], [-26.43778, 13.40422, -6.36320], [-26.40653, -0.00116, -6.13703], [-27.30311, 3.35205, -9.94188], [-22.86471, 5.99042, -0.79437], [-24.85227, 11.73549, -1.56683], [-19.40908, 5.70027, -2.24241], [-21.67304, 0.55482, -2.75962], [-20.91569, 10.16346, -3.92703], [-20.92240, 5.70101, -5.89008], [-27.49209, 4.84131, -3.97259], [-21.70144, 10.39352, 1.21349], [-22.35404, 12.44774, 0.02205], [-24.25100, 3.12511, 1.94740], [-21.82057, 4.25613, 1.05050], [-23.54879, 6.20678, -4.29882], [-23.64252, 2.55302, -3.88612], [-21.06622, 2.19725, -2.87932], [-19.91531, 7.48587, -2.08378], [-21.18771, 2.61865, 1.21296], [-15.85528, 8.25516, -2.70660], [-27.24143, 9.39622, -5.31638], [-27.93139, 13.35425, -1.07347]]
}